The following is a DFT calculation (ωB97M-V/def2-TZVPD) of a structure of composition C13H13BBr4N9O4Pt.

XYZ file:
```
45
Properties=species:S:1:pos:R:3:mulliken_charge:R:1
Pt 0.430 -0.009 0.175 1.758
B 2.006 2.613 1.729 0.108
N 1.365 1.448 2.543 0.035
C 1.201 1.372 3.861 -0.135
C 0.786 0.092 4.200 -1.154
C 0.707 -0.577 2.994 0.037
N 1.084 0.248 1.997 -0.059
N 1.082 2.893 0.503 0.077
C 0.710 4.062 -0.011 -0.126
C 0.117 3.844 -1.251 -1.106
C 0.159 2.473 -1.416 -0.374
N 0.764 1.907 -0.354 -0.240
H 2.045 3.594 2.420 -0.125
H 3.090 2.265 1.329 -0.169
H 1.427 2.226 4.476 0.433
H 0.570 -0.294 5.180 0.408
H 0.417 -1.590 2.782 0.442
H 0.934 4.975 0.513 0.456
H -0.276 4.580 -1.930 0.423
H -0.177 1.864 -2.238 0.729
N 3.056 -0.878 -1.197 -0.500
N 2.968 -2.260 -1.270 -0.199
C 1.909 -2.954 -0.809 0.532
N 1.919 -4.261 -1.054 -0.347
N 0.974 -2.281 -0.113 -0.460
N -0.143 -2.973 0.298 1.208
O -0.263 -4.182 0.224 -0.792
O -0.987 -2.252 0.819 -0.600
H 3.159 -0.478 -2.120 0.239
H 3.808 -0.590 -0.585 0.244
H 3.703 -2.787 -1.720 0.143
H 2.650 -4.671 -1.609 0.152
H 1.161 -4.825 -0.701 0.214
Br -5.152 -1.345 -3.953 -0.051
C -4.137 -0.712 -2.540 0.532
C -4.878 -0.102 -1.373 0.281
Br -6.736 -0.058 -1.447 -0.082
C -4.226 0.392 -0.311 -0.324
Br -5.024 1.158 1.178 -0.014
C -2.742 0.356 -0.269 0.407
O -2.067 0.807 0.621 -0.461
C -1.995 -0.300 -1.486 0.896
O -0.768 -0.370 -1.511 -0.905
C -2.792 -0.817 -2.585 -0.459
Br -1.837 -1.601 -3.989 -0.074
```

Output
* 2S+1: 1
* E: -11736.82064 Eh
* gap between HOMO and LUMO: 5.97 eV
* E_LUMO: -5.4150 eV
* net charge: +1
* energy relative to the best compared isomer or geometry (same formula, charge and spin): 0.0 kcal/mol
* HOMO energy: -11.4 eV